{
  "formula": "C5H12AlN6O9",
  "method": "ωB97M-V/def2-TZVPD",
  "largest_force_ha_per_bohr": 0.1533,
  "total_charge": -1,
  "e_homo_ha": -0.126,
  "species": ["Al", "C", "O", "O", "O", "C", "O", "O", "O", "C", "O", "N", "N", "H", "H", "H", "H", "C", "O", "N", "N", "H", "H", "H", "H", "C", "O", "N", "N", "H", "H", "H", "H"],
  "xyz": [[-16.096, -9.751, 9.420], [-14.724, -11.293, 10.928], [-14.275, -12.291, 11.431], [-15.815, -10.850, 11.286], [-14.147, -10.703, 10.020], [-16.447, -10.427, 6.925], [-15.634, -10.921, 7.669], [-16.705, -10.928, 5.807], [-17.149, -9.512, 7.400], [-14.012, -8.897, 7.787], [-14.974, -8.547, 8.387], [-12.742, -8.545, 8.047], [-14.032, -9.572, 6.706], [-12.022, -9.198, 7.773], [-12.570, -7.836, 8.745], [-13.350, -9.525, 5.962], [-14.916, -9.842, 6.299], [-17.197, -8.902, 12.038], [-16.960, -8.987, 10.829], [-16.807, -9.619, 13.073], [-17.981, -8.046, 12.589], [-16.368, -10.441, 12.683], [-17.271, -9.581, 13.969], [-18.192, -8.027, 13.577], [-18.291, -7.398, 11.879], [-16.971, -7.047, 9.818], [-16.260, -7.927, 9.485], [-16.894, -6.343, 10.866], [-18.143, -6.863, 9.242], [-17.469, -5.525, 11.010], [-16.223, -6.540, 11.595], [-18.167, -6.952, 8.237], [-18.698, -6.153, 9.697]]
}

{
  "formula": "C30H29F6N6O3STi",
  "method": "ωB97M-V/def2-TZVPD",
  "largest_force_ha_per_bohr": 0.0187,
  "total_charge": 0,
  "e_homo_ha": [-0.269, -0.306],
  "multiplicity": 2,
  "species": ["Ti", "C", "N", "C", "C", "C", "C", "C", "C", "C", "C", "H", "H", "H", "H", "H", "H", "H", "H", "H", "H", "H", "H", "N", "C", "C", "C", "C", "C", "C", "S", "O", "O", "N", "C", "N", "C", "C", "C", "N", "H", "H", "H", "H", "H", "H", "H", "H", "H", "C", "C", "O", "C", "F", "F", "F", "C", "F", "F", "F", "H", "H", "H", "N", "C", "C", "C", "C", "C", "C", "C", "H", "H", "H", "H", "H"],
  "xyz": [[0.892, 0.281, 0.587], [3.113, 0.774, 2.688], [1.681, 0.432, 2.748], [1.519, -0.750, 3.604], [0.921, 1.568, 3.317], [0.906, 2.725, 2.349], [0.937, 4.039, 2.800], [0.936, 5.083, 1.885], [0.921, 4.802, 0.526], [0.890, 3.481, 0.089], [0.875, 2.408, 0.982], [3.491, 0.982, 3.697], [3.263, 1.647, 2.058], [3.667, -0.060, 2.263], [1.943, -0.561, 4.598], [2.033, -1.599, 3.156], [0.467, -1.001, 3.712], [1.357, 1.854, 4.285], [-0.095, 1.212, 3.501], [0.975, 4.250, 3.865], [0.965, 6.109, 2.231], [0.944, 5.613, -0.193], [0.903, 3.294, -0.981], [-5.633, -2.829, -2.151], [-4.556, -2.599, -1.311], [-3.361, -2.079, -1.818], [-2.304, -1.803, -0.974], [-2.431, -2.036, 0.389], [-3.600, -2.571, 0.906], [-4.659, -2.844, 0.062], [-1.100, -1.661, 1.473], [-1.383, -2.262, 2.744], [-0.980, -0.173, 1.517], [0.294, -1.999, 0.799], [0.569, -3.273, 0.377], [1.795, -3.483, -0.119], [2.055, -4.707, -0.551], [1.137, -5.743, -0.499], [-0.095, -5.421, 0.041], [-0.390, -4.206, 0.479], [-5.417, -2.947, -3.127], [-6.326, -3.478, -1.817], [-3.262, -1.902, -2.883], [-1.372, -1.424, -1.378], [-3.665, -2.777, 1.966], [-5.577, -3.257, 0.464], [3.053, -4.868, -0.950], [1.370, -6.736, -0.851], [-0.881, -6.163, 0.136], [4.344, -1.344, -0.888], [3.499, -0.109, -1.178], [2.532, 0.083, -0.226], [4.392, 1.150, -1.177], [4.976, 1.288, 0.026], [3.698, 2.266, -1.410], [5.373, 1.080, -2.089], [2.808, -0.275, -2.554], [3.682, -0.491, -3.549], [1.973, -1.325, -2.520], [2.076, 0.798, -2.891], [4.863, -1.199, 0.058], [5.076, -1.523, -1.675], [3.666, -2.188, -0.790], [-0.333, 0.743, -1.136], [-1.182, 1.446, -1.454], [-2.258, 2.313, -1.785], [-3.403, 2.274, -0.990], [-4.452, 3.127, -1.282], [-4.359, 4.005, -2.353], [-3.215, 4.038, -3.140], [-2.157, 3.194, -2.860], [-3.451, 1.585, -0.157], [-5.344, 3.109, -0.671], [-5.183, 4.671, -2.575], [-3.148, 4.729, -3.970], [-1.254, 3.213, -3.456]]
}

{
  "formula": "C17H17BN8O3PtS",
  "method": "ωB97M-V/def2-TZVPD",
  "largest_force_ha_per_bohr": 0.0133,
  "total_charge": 0,
  "e_homo_ha": [-0.271, -0.271],
  "multiplicity": 3,
  "species": ["Pt", "B", "N", "C", "C", "C", "N", "N", "C", "C", "C", "N", "H", "H", "H", "H", "H", "H", "H", "H", "C", "C", "N", "H", "H", "H", "O", "S", "O", "O", "C", "N", "C", "C", "C", "N", "C", "C", "C", "N", "C", "C", "H", "H", "H", "H", "H", "H"],
  "xyz": [[-0.214, -1.834, -0.740], [0.470, -5.449, -0.462], [1.603, -4.365, -0.453], [2.887, -4.698, -0.302], [3.666, -3.552, -0.328], [2.752, -2.526, -0.503], [1.516, -3.035, -0.584], [-0.967, -4.854, -0.657], [-2.049, -5.635, -0.671], [-3.172, -4.860, -0.913], [-2.675, -3.573, -1.034], [-1.344, -3.588, -0.882], [0.492, -6.016, 0.598], [0.688, -6.190, -1.383], [3.160, -5.733, -0.190], [4.734, -3.479, -0.236], [2.904, -1.461, -0.573], [-1.946, -6.696, -0.521], [-4.193, -5.184, -0.994], [-3.186, -2.644, -1.227], [-0.599, -0.973, 3.942], [-0.483, -1.278, 2.530], [-0.394, -1.500, 1.412], [-1.610, -0.626, 4.151], [0.113, -0.190, 4.199], [-0.389, -1.871, 4.521], [-2.415, 5.881, 2.096], [-1.399, 6.900, 1.919], [-0.351, 6.898, 2.922], [-1.886, 8.196, 1.514], [-0.457, 6.312, 0.465], [0.307, 7.172, -0.209], [1.020, 6.686, -1.208], [1.017, 5.338, -1.563], [0.193, 4.533, -0.794], [-0.541, 5.020, 0.199], [0.066, 3.062, -0.957], [0.942, 2.286, -1.710], [0.809, 0.913, -1.701], [-0.142, 0.287, -0.995], [-1.023, 1.039, -0.307], [-0.957, 2.408, -0.267], [1.631, 7.394, -1.757], [1.615, 4.974, -2.386], [1.750, 2.731, -2.272], [1.490, 0.281, -2.254], [-1.784, 0.503, 0.242], [-1.650, 2.996, 0.321]]
}

{
  "formula": "C3H12NO3",
  "method": "ωB97M-V/def2-TZVPD",
  "largest_force_ha_per_bohr": 0.0560,
  "total_charge": 1,
  "e_homo_ha": -0.516,
  "species": ["O", "C", "C", "N", "C", "H", "H", "H", "H", "H", "H", "H", "H", "H", "H", "O", "H", "H", "O"],
  "xyz": [[2.159, -1.530, 1.377], [1.766, -0.588, 0.747], [0.444, 0.070, 1.118], [-0.405, 0.233, -0.071], [-1.871, 0.312, 0.196], [2.349, -0.179, -0.097], [-0.030, -0.576, 1.864], [0.572, 1.046, 1.605], [-0.090, 0.967, -0.761], [-0.306, -0.691, -0.636], [-2.117, 1.344, 0.468], [-2.109, -0.201, 1.131], [-2.457, -0.037, -0.649], [1.058, 2.855, -0.555], [0.998, 2.549, -2.142], [0.997, 2.201, -1.255], [0.338, -3.027, -0.860], [-1.088, -2.513, -0.598], [-0.210, -2.235, -0.883]]
}

{
  "formula": "C45H41CrFNOP2SSi",
  "method": "ωB97M-V/def2-TZVPD",
  "largest_force_ha_per_bohr": 0.0322,
  "total_charge": 2,
  "e_homo_ha": [-0.466, -0.466],
  "multiplicity": 2,
  "species": ["Cr", "O", "S", "C", "C", "C", "C", "C", "C", "P", "C", "C", "C", "C", "C", "C", "C", "C", "C", "C", "C", "C", "C", "C", "C", "C", "C", "C", "P", "C", "C", "C", "C", "C", "C", "C", "C", "C", "C", "C", "C", "H", "H", "H", "H", "H", "H", "H", "H", "H", "H", "H", "H", "H", "H", "H", "H", "H", "H", "H", "H", "H", "H", "H", "H", "H", "H", "H", "H", "C", "Si", "C", "C", "N", "C", "C", "C", "C", "C", "C", "F", "H", "H", "H", "H", "H", "H", "H", "H", "H", "H", "H", "H", "H"],
  "xyz": [[0.365, -0.407, -0.707], [-1.326, 1.089, 1.419], [-1.303, 1.086, -0.052], [-1.103, 2.714, -0.717], [-1.806, 3.797, -0.211], [-1.672, 5.015, -0.855], [-0.843, 5.137, -1.970], [-0.088, 4.059, -2.411], [-0.211, 2.833, -1.767], [0.971, 1.493, -1.945], [2.766, 3.008, 0.618], [3.511, 4.056, -0.196], [4.347, 4.926, 0.353], [4.605, 4.922, 1.810], [4.117, 3.964, 2.581], [3.366, 2.766, 2.046], [1.245, 1.127, -3.690], [0.365, 1.560, -4.683], [0.607, 1.229, -6.011], [1.710, 0.455, -6.350], [2.570, -0.008, -5.360], [2.338, 0.323, -4.034], [-2.891, 0.615, -0.760], [-3.963, 1.491, -0.878], [-5.140, 1.030, -1.448], [-5.244, -0.277, -1.908], [-4.175, -1.154, -1.775], [-3.004, -0.711, -1.182], [-1.588, -1.766, -0.861], [-1.791, -2.410, 0.814], [-0.651, -2.603, 1.601], [-0.767, -3.076, 2.899], [-2.025, -3.355, 3.415], [-3.162, -3.166, 2.637], [-3.049, -2.693, 1.338], [-1.615, -3.123, -2.028], [-1.225, -2.863, -3.348], [-1.225, -3.887, -4.281], [-1.602, -5.170, -3.894], [-1.979, -5.429, -2.583], [-1.982, -4.407, -1.641], [-2.415, 3.697, 0.684], [-2.217, 5.878, -0.487], [-0.749, 6.096, -2.469], [0.628, 4.189, -3.215], [3.268, 4.143, -1.261], [4.814, 5.689, -0.264], [5.186, 5.730, 2.240], [4.303, 3.970, 3.654], [2.515, 2.594, 2.710], [-0.510, 2.149, -4.429], [-0.072, 1.577, -6.784], [1.898, 0.206, -7.389], [3.424, -0.622, -5.623], [3.006, -0.050, -3.265], [-3.902, 2.519, -0.550], [-5.978, 1.709, -1.552], [-6.162, -0.615, -2.374], [-4.251, -2.179, -2.124], [0.340, -2.405, 1.211], [0.118, -3.226, 3.507], [-2.122, -3.721, 4.431], [-4.143, -3.381, 3.048], [-3.941, -2.534, 0.740], [-0.932, -1.860, -3.649], [-0.931, -3.691, -5.306], [-1.598, -5.974, -4.622], [-2.270, -6.430, -2.289], [-2.268, -4.611, -0.615], [1.328, 3.536, 0.834], [2.831, 1.523, -0.581], [4.389, 1.509, -1.559], [4.261, 1.540, 2.179], [2.244, -0.116, -0.286], [3.056, -1.303, -0.235], [4.378, -1.441, 0.193], [5.008, -2.683, 0.168], [4.359, -3.817, -0.298], [3.060, -3.706, -0.778], [2.506, -2.463, -0.724], [1.233, -2.271, -1.249], [1.375, 4.362, 1.551], [0.664, 2.769, 1.254], [0.893, 3.936, -0.082], [5.180, 1.991, -0.971], [4.285, 2.077, -2.491], [4.700, 0.488, -1.806], [5.099, 1.587, 1.471], [3.677, 0.628, 2.021], [4.692, 1.475, 3.181], [4.924, -0.584, 0.548], [6.032, -2.758, 0.518], [4.858, -4.779, -0.306], [2.510, -4.545, -1.192]]
}

{
  "formula": "C20H27N5O",
  "method": "ωB97M-V/def2-TZVPD",
  "largest_force_ha_per_bohr": 0.0179,
  "total_charge": 0,
  "e_homo_ha": -0.268,
  "smiles": "COc1ccc(Nc2ncnc3c2c(C)c(C)n3CCCN(C)C)cc1",
  "species": ["C", "O", "C", "C", "C", "C", "N", "C", "N", "C", "N", "C", "C", "C", "C", "C", "C", "N", "C", "C", "C", "N", "C", "C", "C", "C", "H", "H", "H", "H", "H", "H", "H", "H", "H", "H", "H", "H", "H", "H", "H", "H", "H", "H", "H", "H", "H", "H", "H", "H", "H", "H", "H"],
  "xyz": [[-3.063, -3.090, 5.947], [-2.874, -2.960, 4.560], [-2.428, -1.763, 4.076], [-2.138, -0.644, 4.848], [-1.685, 0.515, 4.246], [-1.505, 0.588, 2.869], [-1.056, 1.785, 2.310], [-0.633, 1.983, 1.019], [-1.059, 3.120, 0.466], [-0.731, 3.394, -0.786], [-0.018, 2.654, -1.608], [0.467, 1.550, -1.038], [0.238, 1.143, 0.304], [1.038, -0.024, 0.508], [1.253, -0.765, 1.787], [1.657, -0.286, -0.688], [2.609, -1.378, -1.029], [1.309, 0.667, -1.622], [1.714, 0.733, -3.000], [0.723, 0.011, -3.917], [1.284, -0.085, -5.336], [2.536, -0.828, -5.363], [3.371, -0.451, -6.485], [2.322, -2.260, -5.344], [-1.820, -0.528, 2.095], [-2.269, -1.685, 2.692], [-3.815, -2.387, 6.319], [-2.127, -2.945, 6.496], [-3.415, -4.109, 6.102], [-2.263, -0.659, 5.920], [-1.467, 1.381, 4.855], [-1.452, 2.625, 2.713], [-1.113, 4.326, -1.182], [0.612, -1.644, 1.853], [1.034, -0.124, 2.635], [2.289, -1.092, 1.860], [2.637, -2.108, -0.226], [3.615, -0.983, -1.176], [2.310, -1.882, -1.947], [1.760, 1.790, -3.275], [2.702, 0.284, -3.117], [0.520, -0.984, -3.520], [-0.219, 0.561, -3.937], [0.530, -0.535, -6.004], [1.483, 0.928, -5.692], [4.313, -0.995, -6.422], [2.907, -0.671, -7.459], [3.584, 0.615, -6.432], [3.285, -2.763, -5.259], [1.816, -2.624, -6.253], [1.716, -2.532, -4.483], [-1.720, -0.481, 1.022], [-2.516, -2.552, 2.099]]
}

{
  "formula": "C2H15NO4",
  "method": "ωB97M-V/def2-TZVPD",
  "largest_force_ha_per_bohr": 0.0289,
  "total_charge": -1,
  "e_homo_ha": [0.036, -0.234],
  "multiplicity": 2,
  "species": ["C", "C", "N", "H", "H", "H", "H", "H", "H", "H", "H", "H", "O", "H", "H", "O", "H", "H", "O", "H", "H", "O"],
  "xyz": [[-1.612, -0.586, -1.694], [-0.291, 0.110, -2.013], [0.652, 0.116, -0.859], [-1.731, -1.533, -2.232], [-2.502, 0.031, -1.829], [-1.700, -0.931, -0.661], [-0.399, 1.147, -2.328], [0.170, -0.435, -2.844], [1.555, -0.139, -1.274], [0.399, -0.632, -0.220], [4.778, 0.841, -0.474], [4.161, -0.558, -0.685], [4.021, 0.289, -0.218], [-1.269, 1.215, 1.929], [-1.678, 0.735, 3.296], [-1.603, 0.448, 2.379], [-1.108, -1.587, 2.591], [-1.308, -3.058, 2.859], [-0.643, -2.363, 2.977], [0.063, 3.112, 0.437], [0.345, 1.558, 0.242], [-0.299, 2.221, 0.620]]
}

{
  "formula": "C29H27AsCl2N7NaO4",
  "method": "ωB97M-V/def2-TZVPD",
  "largest_force_ha_per_bohr": 0.0244,
  "total_charge": -2,
  "e_homo_ha": -0.031,
  "species": ["Na", "O", "C", "N", "C", "C", "C", "C", "C", "C", "N", "C", "C", "C", "C", "C", "N", "H", "H", "H", "H", "H", "H", "H", "H", "H", "H", "O", "C", "O", "C", "C", "C", "C", "C", "C", "C", "C", "C", "N", "H", "H", "H", "H", "H", "H", "Cl", "C", "Cl", "H", "H", "C", "As", "C", "C", "H", "H", "H", "H", "H", "H", "H", "H", "H", "O", "N", "C", "C", "N", "C", "N"],
  "xyz": [[0.699, -0.034, -0.333], [-3.318, 2.444, -0.746], [-2.205, 1.932, -0.471], [-1.903, 0.752, 0.024], [-3.009, -0.119, 0.263], [-2.787, -1.509, -0.290], [-3.812, -2.458, -0.175], [-3.594, -3.751, -0.598], [-2.351, -4.077, -1.135], [-1.405, -3.072, -1.228], [-1.611, -1.818, -0.825], [-0.985, 2.811, -0.677], [-0.930, 4.064, -0.070], [0.227, 4.810, -0.185], [1.281, 4.303, -0.932], [1.122, 3.068, -1.532], [0.018, 2.329, -1.408], [-3.965, 0.272, -0.117], [-3.155, -0.271, 1.349], [-4.761, -2.160, 0.256], [-4.374, -4.499, -0.509], [-2.119, -5.080, -1.468], [-0.418, -3.274, -1.626], [-1.788, 4.411, 0.489], [0.319, 5.766, 0.319], [2.223, 4.827, -1.010], [1.922, 2.624, -2.112], [3.327, 2.788, 1.618], [2.579, 1.809, 1.670], [2.043, 1.152, 0.740], [2.283, 1.200, 3.042], [3.288, 0.751, 3.872], [3.009, -0.104, 4.917], [1.714, -0.623, 5.129], [1.377, -1.562, 6.118], [0.019, -1.910, 6.287], [-0.970, -1.502, 5.455], [-0.654, -0.738, 4.215], [0.702, -0.111, 4.258], [1.009, 0.822, 3.336], [4.298, 1.063, 3.646], [3.813, -0.450, 5.558], [2.143, -1.921, 6.791], [-0.255, -2.514, 7.149], [-2.005, -1.755, 5.648], [-1.430, -0.005, 3.986], [-0.195, -2.359, -4.666], [-1.482, -1.187, -4.261], [-0.882, 0.241, -3.458], [-2.177, -1.689, -3.591], [-1.961, -0.908, -5.194], [-1.653, -3.376, 2.993], [-0.628, -1.803, 2.432], [1.135, -2.653, 2.605], [-0.083, 1.540, 2.645], [-1.272, -3.743, 3.947], [-1.541, -4.135, 2.217], [-2.711, -3.129, 3.089], [1.254, -3.113, 3.585], [1.924, -1.919, 2.439], [1.210, -3.392, 1.806], [-0.759, 1.921, 3.412], [-0.630, 0.917, 1.940], [0.346, 2.373, 2.100], [1.316, -2.020, -0.779], [2.476, -2.521, -0.843], [3.358, -1.916, -1.633], [4.654, -2.496, -1.730], [5.703, -2.966, -1.828], [3.046, -0.742, -2.381], [2.797, 0.211, -2.977]]
}